Version w
17
Properties=species:S:1:pos:R:3:lowdin_charge:R:1 method="wB97M-V/def2-TZVPD" e_homo_ev=-10.390 mol_weight_g_mol=132.5 lumo_energy_ev=-1.631
Li -1.18045 -0.99407 -1.09844 0.68
Cl -0.10704 -0.39719 0.33603 0.41
O -2.49785 -1.22655 1.53612 -0.09
H -1.62043 -1.04264 1.20063 -0.17
H -3.03936 -1.32152 0.75255 0.02
O -2.04102 1.71008 0.77890 -0.10
H -1.49448 0.92912 0.69152 -0.15
H -1.43400 2.39868 1.05018 0.03
O 2.22467 -0.13605 1.58143 -0.12
H 1.48632 -0.18516 0.97426 -0.21
H 1.98001 0.55066 2.20175 0.03
O 1.30368 1.09214 -1.64296 -0.11
H 1.95149 1.07188 -0.93857 0.04
H 0.50250 0.75523 -1.24195 -0.10
O 1.68675 -1.20758 -2.05118 -0.08
H 1.16673 -0.97795 -2.82129 0.03
H 1.11251 -1.01908 -1.30892 -0.11


Version x
17
Properties=species:S:1:pos:R:3:lowdin_charge:R:1 method="wB97M-V/def2-TZVPD" e_homo_ev=-8.410 mol_weight_g_mol=132.5 lumo_energy_ev=-1.137
Li 6.21202 16.70245 4.17532 0.65
Cl 6.43358 18.07440 3.21428 0.71
O 8.21579 19.59335 2.47881 -0.16
H 7.59978 19.51834 1.75001 0.03
H 7.86081 19.01468 3.15360 -0.12
O 5.56762 16.19183 2.01596 -0.14
H 5.68192 16.22779 1.06629 0.05
H 5.69011 17.09551 2.30682 -0.23
O 5.08098 19.82388 2.30915 -0.11
H 5.07975 20.32951 3.12191 0.02
H 5.56274 19.02518 2.52413 -0.26
O 7.30249 20.14724 4.36967 -0.12
H 7.00505 19.24345 4.26514 -0.14
H 6.69354 20.66294 3.84103 0.03
O 8.74293 17.46110 2.46240 -0.12
H 7.89097 17.31703 2.87429 -0.15
H 8.57504 17.36754 1.52469 0.05


Stability comparison, relative energies in hartree: version w 0.0000; version x 0.2522


Version w
8
Properties=species:S:1:pos:R:3:lowdin_charge:R:1 method="wB97M-V/def2-TZVPD" e_homo_ev=-10.364 mol_weight_g_mol=131.0 lumo_energy_ev=-1.989
C -1.63531 -0.39247 1.55049 -0.26
C -2.00309 -1.27075 2.34478 0.09
C -1.00223 -0.03542 0.41416 -0.21
C 0.33324 0.56289 0.32160 -0.50
Br 0.09781 2.37516 -0.63440 0.54
H -1.70535 -0.37750 -0.48185 0.16
H 1.21973 0.00424 -0.28497 0.13
H 0.74738 0.82918 1.26825 0.04


Version x
8
Properties=species:S:1:pos:R:3:lowdin_charge:R:1 method="wB97M-V/def2-TZVPD" e_homo_ev=-9.400 mol_weight_g_mol=131.0 lumo_energy_ev=0.448 smiles=C#CC#CBr.[H][H]
C -0.54602 0.65663 -0.17973 -0.20
C -1.26557 0.99119 0.72979 -0.67
C 0.29403 0.16759 -1.13336 -0.15
C 0.87633 -0.52232 -1.95725 0.16
Br -2.20559 1.89712 1.93235 0.80
H 0.45831 -0.91985 1.71103 0.02
H 1.07134 -1.19518 1.58194 0.04
H 1.31717 -1.07517 -2.68477 0.00


Stability comparison, relative energies in hartree: version w 0.0165; version x 0.0000


Version w
23
Properties=species:S:1:pos:R:3:lowdin_charge:R:1 method="wB97M-V/def2-TZVPD" e_homo_ev=-8.587 mol_weight_g_mol=156.2 lumo_energy_ev=0.187
C -3.53647 -0.83722 -0.05029 -0.08
C -1.22955 0.10278 -0.11651 -0.32
C 0.53276 -1.33000 -0.13766 -0.21
C 1.41465 -0.15030 -0.33453 -0.20
C 0.95484 1.11114 0.45779 -0.20
C -0.41904 1.41906 0.12152 -0.14
C 2.88703 -0.34661 -0.08206 -0.58
H -4.33879 -0.46859 -0.10011 -0.04
H -2.97228 -1.34266 -1.00007 0.15
H -3.18992 -1.41083 0.76069 0.07
H -2.80225 1.24737 0.38638 0.15
H 0.72131 -1.78792 0.73925 0.09
H 0.93785 -2.23237 -0.61237 0.14
H 1.46285 0.25733 -1.11654 0.03
H 1.09404 0.72722 1.63981 0.20
H 1.49310 1.92032 0.23047 0.06
H -1.21538 2.27265 0.75730 0.18
H -0.09456 2.21304 -0.98228 0.21
H 4.81696 0.23374 -0.09777 0.32
N -2.67325 0.30216 -0.20732 -0.09
N -0.82219 -1.11286 -0.15844 0.10
O 3.71139 0.51826 -0.61108 0.06
O 3.26690 -1.30571 0.51380 0.11


Version x
23
Properties=species:S:1:pos:R:3:lowdin_charge:R:1 method="wB97M-V/def2-TZVPD" e_homo_ev=-9.143 mol_weight_g_mol=156.2 lumo_energy_ev=-0.296 smiles="C[C@H]1CC[C@](C)(N=O)N1C=O"
C 2.00852 1.42783 0.27029 -0.35
C 0.29837 -1.56353 -0.84166 -0.15
C -0.85580 -0.52589 -1.06250 -0.08
C 1.11177 -0.87576 0.23426 -0.35
C -0.06947 0.86838 -0.99320 -0.51
C 0.56856 -1.00862 1.72727 -0.01
C -0.95833 2.06641 -0.64208 -0.05
N 0.47607 1.11965 -2.33077 0.04
N 1.02515 0.55008 -0.08344 -0.04
O 3.03275 1.21970 0.81074 0.07
O -0.04808 2.01269 -2.94116 0.02
H 1.69446 2.52312 0.20111 0.15
H -0.11922 -2.58151 -0.32734 0.15
H 0.86355 -1.75656 -1.81820 0.13
H -1.40007 -0.73105 -1.99856 0.11
H -1.60453 -0.53866 -0.12585 0.16
H 2.17717 -1.15687 0.20361 0.14
H 1.38322 -1.20116 2.42822 0.07
H -0.29001 -1.86071 1.62028 0.12
H 0.19728 0.03151 1.80617 0.08
H -1.48376 2.01034 0.46365 0.14
H -1.73390 2.01188 -1.47068 0.09
H -0.41440 3.04437 -0.60098 0.08


Version y
23
Properties=species:S:1:pos:R:3:lowdin_charge:R:1 method="wB97M-V/def2-TZVPD" e_homo_ev=-7.593 mol_weight_g_mol=156.2 lumo_energy_ev=0.228
C -2.20033 1.45079 -1.06813 -0.36
C 0.27856 0.31597 -2.85965 -0.35
C -0.65663 -0.98876 0.11753 -0.03
C -0.18177 0.31388 -0.45229 -0.19
C 0.56330 -0.25673 0.65941 -0.48
C 0.42135 0.31194 2.03307 -0.04
C 1.97291 -0.80539 0.50846 -0.02
N -0.74929 -0.20430 -3.42985 0.15
N -1.05959 1.42964 -0.34521 0.09
O -2.77926 0.60621 -1.70166 0.01
O 1.33975 0.74978 -3.22474 0.06
H -2.81661 2.33798 -0.97304 0.13
H -1.50803 -0.91094 0.70503 0.09
H -0.49414 -1.79418 -0.71084 0.15
H 0.55971 -0.48517 2.70410 0.09
H -0.49302 0.73754 2.18352 0.05
H 0.98109 1.16221 2.27564 0.08
H 2.73225 -0.22534 1.06186 0.09
H 2.35181 -0.96337 -0.42642 0.04
H 1.96504 -1.76420 1.06550 0.10
H -1.57100 -0.24101 -2.82978 0.06
H -0.87573 -0.16072 -4.49975 0.17
H -0.65036 2.16591 0.16395 0.13


Stability comparison, relative energies in hartree: version w 0.1392; version x 0.0000; version y 0.0101


Version w
15
Properties=species:S:1:pos:R:3:lowdin_charge:R:1 method="wB97M-V/def2-TZVPD" e_homo_ev="-7.767 / -9.072" mol_weight_g_mol=121.6 lumo_energy_ev="-0.182 / -0.712"
C -0.35275 0.96709 -0.99549 -0.11
C 1.39376 -0.62523 -0.08393 -0.06
C -0.51665 0.42272 1.43260 -0.54
C 0.17279 0.25947 0.17578 -0.44
N -1.54492 -1.65137 -0.81857 0.11
O -0.65383 -2.18517 -1.34889 -0.03
Cl 0.28917 1.57575 2.68128 0.43
H -1.35403 0.47952 -1.24203 0.07
H -0.64674 1.95701 -0.76957 0.07
H 0.38857 0.84269 -1.85389 0.11
H 1.80282 -0.93385 0.90912 0.10
H 2.19606 -0.19859 -0.69439 0.09
H 1.05790 -1.48910 -0.54962 0.01
H -0.76029 -0.46556 2.04220 0.07
H -1.47187 1.04462 1.11539 0.11


Version x
15
Properties=species:S:1:pos:R:3:lowdin_charge:R:1 method="wB97M-V/def2-TZVPD" e_homo_ev=-10.179 mol_weight_g_mol=121.6 lumo_energy_ev=0.642 smiles="CC(C)(O)/N=C/Cl"
C 0.83528 1.14189 1.62546 -0.56
C -0.86706 -1.30890 0.06062 0.01
C 0.61126 -0.12981 -1.55669 -0.05
C -0.05987 0.02910 -0.25388 -0.67
N 0.91079 0.21436 0.81126 0.06
O -0.95478 1.11138 -0.40623 -0.05
Cl 1.82158 1.00171 3.11386 0.54
H 0.31526 2.01627 1.82182 0.04
H -1.24401 -1.36970 1.06166 0.08
H -1.72119 -1.25699 -0.54570 0.06
H -0.21519 -2.09036 -0.18981 0.06
H 1.10742 0.83038 -1.89697 0.11
H -0.09294 -0.43157 -2.43324 0.12
H 1.30662 -1.01231 -1.39928 0.10
H -1.75316 1.25456 0.18712 0.14


Stability comparison, relative energies in hartree: version w 0.1212; version x 0.0000


Version w
18
Properties=species:S:1:pos:R:3:lowdin_charge:R:1 method="wB97M-V/def2-TZVPD" e_homo_ev="-13.726 / -14.678" charge=+1 mol_weight_g_mol=101.1 multiplicity=2 s2=0.79 lumo_energy_ev="-4.392 / -7.021"
C 1.53319 -2.10939 -0.87150 -0.03
N 1.60672 -0.85522 -0.15031 0.03
C 0.70307 0.11517 -0.22376 -0.04
C -0.55212 -0.03028 -0.79875 -0.01
C -1.56405 0.96625 -0.84391 -0.12
C -2.45785 1.08521 -1.85146 0.14
H 0.63995 -2.11210 -1.49973 0.08
H 2.26884 -2.20305 -1.65978 0.11
H 1.38509 -2.97164 -0.23299 0.11
H 2.05284 -0.93158 0.76452 0.17
H 0.96200 1.04419 0.24860 0.14
H -0.76341 -0.84619 -1.47759 0.11
H -1.44422 1.76221 -0.11050 0.13
H -3.20101 1.84843 -1.69538 0.08
H -2.44820 0.63056 -2.82133 0.09
H 0.76465 1.18967 2.95019 0.01
H -0.16518 0.15107 3.68786 0.03
O 0.13518 1.05286 3.65616 -0.03


Version x
18
Properties=species:S:1:pos:R:3:lowdin_charge:R:1 method="wB97M-V/def2-TZVPD" e_homo_ev="-14.620 / -14.814" charge=+1 mol_weight_g_mol=101.1 multiplicity=2 s2=0.76 lumo_energy_ev="-3.591 / -7.315"
C 0.29376 1.45042 -1.36403 -0.02
C -0.67698 0.26997 -1.10128 -0.17
N -0.53443 -0.39848 0.17547 -0.08
C -1.26379 0.19463 1.27948 0.03
C 0.39181 -1.47677 0.41642 -0.04
C 1.79743 -0.88956 0.76319 -0.18
O 2.61679 -1.56855 1.28533 0.15
H 0.34397 2.06155 -0.46257 0.09
H -0.05802 1.98468 -2.23159 0.09
H 1.30034 1.06616 -1.50428 0.07
H -0.70515 -0.42508 -1.93736 0.15
H -1.63135 0.71519 -1.02216 0.11
H -2.29940 -0.14982 1.17383 0.14
H -1.25887 1.27689 1.17734 0.12
H -0.90569 -0.18151 2.23009 0.11
H 0.03064 -2.02442 1.28039 0.15
H 0.53310 -2.01370 -0.50830 0.15
H 2.02585 0.10838 0.35004 0.13


Version y
18
Properties=species:S:1:pos:R:3:lowdin_charge:R:1 method="wB97M-V/def2-TZVPD" e_homo_ev="-16.471 / -16.765" charge=+1 mol_weight_g_mol=101.1 multiplicity=2 s2=0.76 lumo_energy_ev="-7.201 / -7.673"
O -0.10532 -0.04389 -2.17836 0.24
C -0.72055 -0.26965 -1.22527 -0.25
N -0.94435 -1.49103 -0.02801 0.38
C 0.24350 -0.96901 -0.00814 -0.17
C 0.74062 0.11856 0.97187 -0.32
C -0.44700 0.78670 1.68030 -0.04
C 1.59182 1.12794 0.19874 -0.04
H -1.65228 0.29013 -1.08703 0.18
H -1.96030 -2.15250 -2.83848 0.04
H 1.03035 -1.60127 -0.43127 0.20
H -2.36216 -2.45108 -2.29005 0.05
H 1.37671 -0.38063 1.71114 0.17
H -0.13191 1.33536 2.55204 0.10
H -0.93804 1.48381 1.00488 0.09
H -1.19172 0.03673 1.97634 0.09
H 2.44064 0.65242 -0.30275 0.10
H 2.03386 1.88483 0.84645 0.11
H 0.99610 1.64257 -0.55237 0.08


Stability comparison, relative energies in hartree: version w 0.0121; version x 0.0000; version y 0.1620


Version w
22
Properties=species:S:1:pos:R:3:lowdin_charge:R:1 method="wB97M-V/def2-TZVPD" e_homo_ev="-14.587 / -14.577" charge=+1 mol_weight_g_mol=88.2 multiplicity=2 s2=0.75 lumo_energy_ev="-2.899 / -10.431"
C -0.73882 -1.11513 0.09327 -0.35
C -2.07314 -1.66713 0.72708 0.03
C 0.15696 -2.24084 -0.24670 0.01
C -1.00731 -0.29745 -1.14970 -0.01
H -0.32877 -0.48742 0.92692 0.19
H -2.19130 -2.68197 0.36441 0.10
H 1.19254 -1.83340 -0.31402 0.17
H 0.01215 -3.12351 0.38256 0.12
H 0.22704 -2.73970 -1.23887 0.16
H -0.31779 -0.51086 -1.98952 0.12
H -1.95518 -0.56641 -1.63331 0.13
H -2.89032 -0.96162 0.68309 0.11
H -1.96316 -1.82683 1.80874 0.11
H -0.93788 0.76742 -0.95750 0.09
C 1.43552 3.03933 -0.22226 -0.16
C 2.04660 2.03945 0.81235 -0.14
H 1.27823 4.00283 0.26406 0.06
H 2.03696 3.22683 -1.10457 0.06
H 0.42880 2.77797 -0.56280 0.04
H 2.30961 2.66302 1.66552 0.06
H 2.92494 1.64662 0.31715 0.06
H 1.27836 1.39024 1.23053 0.04


Version x
22
Properties=species:S:1:pos:R:3:lowdin_charge:R:1 method="wB97M-V/def2-TZVPD" e_homo_ev="-14.554 / -14.482" charge=+1 mol_weight_g_mol=88.2 multiplicity=2 s2=0.75 lumo_energy_ev="-3.479 / -10.803"
C 0.45198 0.20983 1.27776 -0.49
C 1.19403 0.72271 2.51726 -0.09
C 1.46212 -0.48274 0.35370 -0.09
C -0.64457 -0.79734 1.69784 -0.08
H -0.03746 1.07745 0.81738 0.12
H 1.54580 -0.14143 3.08749 0.09
H 2.21483 0.20340 -0.04467 0.08
H 1.96468 -1.26087 0.93004 0.09
H 0.94063 -0.96197 -0.47703 0.05
H -0.32262 -1.83706 1.63736 0.08
H -0.97164 -0.58285 2.71235 0.08
H 0.58444 1.32550 3.18725 0.08
H 2.08062 1.29960 2.24463 0.08
H -1.54123 -0.69777 1.07730 0.06
C -1.40886 -0.08961 -2.05759 -0.04
C -0.98196 0.60348 -3.23208 0.01
H -2.47782 -0.25500 -1.88224 0.13
H -1.07408 -1.18734 -2.13121 0.21
H -0.87341 0.16893 -1.12138 0.10
H -0.47755 1.62801 -3.06683 0.22
H 0.08890 0.32312 -3.50117 0.20
H -1.71681 0.73197 -4.02617 0.13


Stability comparison, relative energies in hartree: version w 0.0035; version x 0.0000